No. 1
Density functional theory data (wB97M-V/def2-TZVPD) for a cluster of 2 separate species, C24H33N4S in total.

Last columns: bonded neighbours and bond lengths (Å).
Element x y z (Å)
1 C -3.941 1.122 0.740  C2 1.513, C6 1.508, H11 1.096, H12 1.090
2 C -2.461 0.951 0.474  C1 1.513, N3 1.447, H13 1.105, H14 1.100
3 N -2.099 -0.400 0.108  C2 1.447, C4 1.296
4 C -2.995 -1.191 -0.395  N3 1.296, N5 1.368, S10 1.755
5 N -4.312 -0.868 -0.576  C4 1.368, C6 1.459, C7 1.447
6 C -4.720 0.522 -0.403  C1 1.508, N5 1.459, H15 1.096, H16 1.105
7 C -5.189 -1.611 -1.455  N5 1.447, C8 1.515, H17 1.098, H18 1.105
8 C -5.101 -3.099 -1.186  C7 1.515, C9 1.509, H19 1.096, H20 1.091
9 C -3.742 -3.618 -1.586  C8 1.509, S10 1.804, H21 1.096, H22 1.099
10 S -2.345 -2.762 -0.831  C4 1.755, C9 1.804
11 H -4.184 0.632 1.690  C1 1.096
12 H -4.188 2.180 0.823  C1 1.090
13 H -2.177 1.654 -0.330  C2 1.105
14 H -1.849 1.202 1.353  C2 1.100
15 H -5.797 0.525 -0.198  C6 1.096
16 H -4.543 1.078 -1.342  C6 1.105
17 H -6.209 -1.251 -1.266  C7 1.098
18 H -4.944 -1.399 -2.512  C7 1.105
19 H -5.286 -3.321 -0.129  C8 1.096
20 H -5.864 -3.602 -1.783  C8 1.091
21 H -3.619 -4.655 -1.254  C9 1.096
22 H -3.595 -3.547 -2.672  C9 1.099
23 C 2.400 1.285 -5.649  N24 1.453, H42 1.095, H43 1.101, H44 1.095
24 N 2.931 0.178 -4.872  C23 1.453, C25 1.453, C26 1.401
25 C 4.279 -0.199 -5.260  N24 1.453, H45 1.099, H46 1.096, H47 1.102
26 C 2.491 -0.014 -3.556  N24 1.401, C27 1.419, C41 1.416
27 C 1.357 -0.832 -3.317  C26 1.419, C28 1.373, H48 1.091
28 C 0.824 -0.931 -2.055  C27 1.373, C29 1.431, H49 1.094
29 C 1.424 -0.264 -0.942  C28 1.431, C30 1.411, C40 1.429
30 C 0.750 -0.363 0.294  C29 1.411, C31 1.414, H50 1.086
31 C 1.126 0.123 1.567  C30 1.414, C32 1.425, C39 1.430
32 C 0.584 -0.557 2.696  C31 1.425, C33 1.376, H51 1.091
33 C 0.973 -0.249 3.979  C32 1.376, C34 1.416, H52 1.089
34 C 1.922 0.777 4.210  C33 1.416, N35 1.405, C38 1.414
35 N 2.199 1.173 5.529  C34 1.405, C36 1.455, C37 1.454
36 C 3.471 0.862 6.165  N35 1.455, H53 1.098, H54 1.103, H55 1.097
37 C 1.631 2.425 6.002  N35 1.454, H56 1.095, H57 1.094, H58 1.100
38 C 2.487 1.447 3.100  C34 1.414, C39 1.385, H59 1.093
39 C 2.018 1.213 1.818  C31 1.430, C38 1.385, H60 1.091
40 C 2.670 0.401 -1.165  C29 1.429, C41 1.387, H61 1.088
41 C 3.144 0.591 -2.454  C26 1.416, C40 1.387, H62 1.092
42 H 1.330 1.400 -5.446  C23 1.095
43 H 2.919 2.227 -5.412  C23 1.101
44 H 2.559 1.070 -6.710  C23 1.095
45 H 4.532 -1.175 -4.823  C25 1.099
46 H 4.296 -0.268 -6.354  C25 1.096
47 H 5.018 0.552 -4.940  C25 1.102
48 H 0.926 -1.380 -4.156  C27 1.091
49 H -0.072 -1.532 -1.872  C28 1.094
50 H -0.160 -0.955 0.276  C30 1.086
51 H -0.126 -1.364 2.510  C32 1.091
52 H 0.569 -0.781 4.839  C33 1.089
53 H 3.756 -0.177 5.956  C36 1.098
54 H 4.270 1.542 5.825  C36 1.103
55 H 3.334 1.001 7.244  C36 1.097
56 H 0.599 2.513 5.647  C37 1.095
57 H 1.649 2.421 7.096  C37 1.094
58 H 2.213 3.289 5.648  C37 1.100
59 H 3.281 2.176 3.281  C38 1.093
60 H 2.318 1.862 0.994  C39 1.091
61 H 3.257 0.748 -0.318  C40 1.088
62 H 4.014 1.221 -2.646  C41 1.092

Its frontier orbital gap is 5.940 eV. As for the energy above the lowest of the compared OMol25 structures with the same formula, charge and spin: 0.0000 eV. Its net charge is +1.

***

No. 2
Density functional theory data (wB97M-V/def2-TZVPD) for the molecule C7H13NO.

Last columns: bonded neighbours and bond lengths (Å).
Element x y z (Å)
1 C -1.666 0.375 -1.026  C2 1.520, H10 1.090, H11 1.098, H12 1.092
2 C -0.422 -0.296 -1.586  C1 1.520, C3 1.844, H13 1.089, H14 1.095
3 C 1.046 -0.776 -0.579  C2 1.844, N4 1.397, C8 1.537, H15 1.091
4 N 0.516 -1.692 0.332  C3 1.397, C5 1.310
5 C -0.073 -0.872 1.167  N4 1.310, C6 1.481, O7 1.351
6 C -1.044 -1.316 2.194  C5 1.481, H16 1.084, H17 1.089, H18 1.093
7 O 0.517 0.330 1.351  C5 1.351, C8 1.443
8 C 1.466 0.435 0.269  C3 1.537, O7 1.443, C9 1.513, H19 1.106
9 C 1.463 1.820 -0.339  C8 1.513, H20 1.085, H21 1.088, H22 1.089
10 H -2.273 -0.329 -0.455  C1 1.090
11 H -2.304 0.749 -1.837  C1 1.098
12 H -1.437 1.252 -0.416  C1 1.092
13 H 0.065 0.330 -2.332  C2 1.089
14 H -0.703 -1.245 -2.054  C2 1.095
15 H 1.805 -1.182 -1.250  C3 1.091
16 H -1.531 -2.223 1.858  C6 1.084
17 H -1.798 -0.549 2.362  C6 1.089
18 H -0.506 -1.514 3.125  C6 1.093
19 H 2.470 0.215 0.679  C8 1.106
20 H 0.478 2.089 -0.706  C9 1.085
21 H 1.762 2.549 0.411  C9 1.088
22 H 2.169 1.851 -1.167  C9 1.089

Its frontier orbital gap is 9.325 eV. As for the energy above the lowest of the compared OMol25 structures with the same formula, charge and spin: 1.7696 eV. Its net charge is 0.